(1)
The following is a DFT calculation (ωB97M-V/def2-TZVPD) of C38H32Cl6CsN6O as an isolated structure.

Element x y z (Å)
Cs: -0.170 0.405 0.043
Cl: 3.366 1.136 -0.508
C: 2.803 2.813 -0.260
C: 1.456 3.056 -0.323
C: 1.103 4.369 -0.101
Cl: -0.620 4.803 -0.158
C: 2.011 5.394 0.167
Cl: 1.491 7.028 0.442
C: 3.370 5.090 0.209
Cl: 4.539 6.335 0.525
C: 3.779 3.779 -0.009
Cl: 5.469 3.386 0.034
N: -8.141 -0.573 7.656
C: -7.318 -0.584 6.853
C: -6.274 -0.598 5.836
C: -5.366 0.453 5.756
C: -4.369 0.429 4.794
C: -4.274 -0.632 3.901
C: -5.191 -1.675 3.983
C: -6.184 -1.666 4.948
C: -3.195 -0.655 2.857
C: -3.653 -0.448 1.542
C: -4.998 -0.087 1.190
C: -5.023 0.041 -0.177
C: -3.697 -0.256 -0.612
N: -2.877 -0.538 0.388
C: -1.899 -0.870 3.350
C: -1.574 -1.154 4.720
C: -0.208 -1.269 4.781
C: 0.256 -1.052 3.447
N: -0.726 -0.822 2.595
H: -5.444 1.282 6.448
H: -3.652 1.237 4.729
H: -5.117 -2.496 3.281
H: -6.893 -2.480 5.018
H: -5.818 0.075 1.872
H: -5.863 0.313 -0.799
H: -3.343 -0.271 -1.638
H: -2.272 -1.265 5.536
H: 0.398 -1.476 5.651
H: 1.289 -1.058 3.113
C: 1.584 -5.426 2.095
C: 1.069 -6.808 1.663
C: 1.954 -7.848 2.368
C: -0.366 -6.945 2.192
C: 1.149 -7.002 0.106
O: 2.333 -6.365 -0.412
C: 1.265 -8.468 -0.367
C: 0.173 -9.515 -0.104
C: -1.116 -9.317 -0.870
C: -1.105 -9.260 -2.262
C: -2.270 -9.061 -2.986
C: -3.472 -8.918 -2.311
Cl: -4.940 -8.657 -3.215
C: -3.517 -8.983 -0.931
C: -2.339 -9.185 -0.221
C: 0.022 -6.345 -0.689
N: -0.126 -4.912 -0.503
C: 0.679 -3.914 -0.883
N: 0.231 -2.767 -0.419
C: -0.899 -3.126 0.257
N: -1.164 -4.415 0.228
H: 1.543 -5.373 3.186
H: 0.977 -4.606 1.716
H: 2.618 -5.253 1.794
H: 1.984 -7.623 3.436
H: 2.990 -7.829 2.012
H: 1.580 -8.867 2.256
H: -0.344 -6.890 3.284
H: -0.831 -7.892 1.923
H: -1.001 -6.134 1.835
H: 3.088 -6.620 0.129
H: 2.201 -8.853 0.043
H: 1.432 -8.402 -1.446
H: -0.044 -9.604 0.959
H: 0.597 -10.480 -0.399
H: -0.168 -9.369 -2.797
H: -2.252 -9.014 -4.067
H: -4.462 -8.867 -0.416
H: -2.380 -9.228 0.861
H: -0.941 -6.783 -0.439
H: 0.214 -6.540 -1.745
H: 1.575 -4.076 -1.462
H: -1.533 -2.402 0.762

Output
lowest unoccupied orbital energy: 1.725 eV
orbital gap: 6.6 eV
net charge: -1

---

(2)
The following is a DFT calculation (ωB97M-V/def2-TZVPD) of C41H51N10OPRuS as an isolated structure at a distorted geometry.

Element x y z (Å)
Ru: -0.299 0.544 0.124
C: -1.433 3.551 0.157
C: 0.012 3.958 0.469
C: 0.647 3.148 1.563
C: 1.238 3.804 2.642
C: 1.854 3.077 3.644
C: 1.898 1.695 3.522
C: 1.292 1.116 2.425
N: 0.665 1.814 1.472
N: -1.507 2.487 -0.841
C: -2.756 1.725 -0.682
C: -2.327 -0.548 -1.876
C: -2.814 -1.535 -2.735
C: -2.231 -2.786 -2.753
C: -1.173 -3.035 -1.890
C: -0.725 -2.007 -1.088
N: -1.266 -0.783 -1.099
C: -1.127 2.945 -2.164
C: 0.128 2.271 -2.664
C: 0.641 2.655 -3.899
C: 1.767 2.028 -4.398
C: 2.343 1.024 -3.636
C: 1.780 0.707 -2.415
N: 0.697 1.316 -1.924
H: -1.911 3.200 1.078
H: -1.984 4.433 -0.194
H: 0.634 3.860 -0.426
H: 0.027 5.006 0.767
H: 1.206 4.880 2.689
H: 2.299 3.576 4.491
H: 2.374 1.076 4.266
H: 1.323 0.045 2.270
H: -3.626 2.410 -0.557
H: -4.151 0.457 -1.668
H: -3.654 -1.310 -3.375
H: -2.606 -3.555 -3.407
H: -0.710 -4.007 -1.841
H: 0.096 -2.153 -0.393
H: -1.922 2.764 -2.892
H: -0.965 4.029 -2.158
H: 0.163 3.443 -4.460
H: 2.179 2.308 -5.355
H: 3.214 0.494 -3.985
H: 2.222 -0.062 -1.798
N: -3.080 -0.944 3.421
C: -2.039 -1.537 4.086
C: -1.963 -2.151 5.330
C: -0.721 -2.598 5.727
C: 0.401 -2.459 4.901
C: 0.326 -1.879 3.653
C: -0.909 -1.376 3.244
N: -1.287 -0.680 2.121
C: -2.588 -0.439 2.267
C: -3.317 0.360 1.299
C: -4.715 0.420 1.308
S: -5.690 1.401 0.360
C: -3.106 0.745 -1.821
N: -2.480 1.005 0.510
H: -4.029 -0.882 3.757
H: -2.829 -2.253 5.964
H: -0.603 -3.061 6.693
H: 1.350 -2.812 5.269
H: 1.198 -1.810 3.020
H: -5.254 -0.237 1.978
H: -3.069 1.228 -2.797
O: 1.885 -1.057 0.224
P: 3.295 -1.506 0.349
N: 3.728 -2.516 -0.924
C: 2.830 -2.982 -1.967
C: 3.762 -3.426 -3.104
C: 5.149 -3.570 -2.450
C: 4.866 -3.417 -0.957
N: 4.337 -0.226 0.532
C: 5.753 -0.201 0.174
C: 5.837 0.875 -0.899
C: 4.867 1.939 -0.380
C: 3.849 1.154 0.468
N: 3.530 -2.466 1.712
C: 4.521 -2.307 2.760
C: 4.676 -3.704 3.357
C: 3.291 -4.317 3.151
C: 2.881 -3.764 1.791
H: 2.129 -2.201 -2.260
H: 2.254 -3.842 -1.597
H: 3.785 -2.686 -3.900
H: 3.427 -4.364 -3.536
H: 5.822 -2.784 -2.787
H: 5.613 -4.527 -2.673
H: 5.711 -3.044 -0.384
H: 4.579 -4.393 -0.541
H: 6.100 -1.168 -0.172
H: 6.334 0.101 1.051
H: 5.504 0.480 -1.857
H: 6.843 1.262 -1.018
H: 4.389 2.492 -1.188
H: 5.401 2.649 0.246
H: 2.840 1.177 0.048
H: 3.799 1.560 1.483
H: 4.140 -1.606 3.513
H: 5.449 -1.896 2.365
H: 4.965 -3.671 4.403
H: 5.430 -4.273 2.812
H: 2.599 -3.977 3.919
H: 3.308 -5.403 3.166
H: 1.799 -3.659 1.663
H: 3.250 -4.425 0.994

Output
lowest unoccupied orbital energy (alpha / beta): -8.597 / -10.697 eV
orbital gap (alpha / beta): 6.3 / 4.2 eV
expectation value of S²: 8.78
net charge: +3
multiplicity: 6

---

(3)
The following is a DFT calculation (ωB97M-V/def2-TZVPD) of an isolated molecule of C3H7NO2 at a distorted geometry.

Element x y z (Å)
H: -2.007 -0.961 -0.146
N: -2.108 0.037 -0.347
C: -1.099 0.700 0.010
C: 0.431 0.198 0.204
C: 1.269 0.242 -1.063
O: 0.399 -1.097 0.722
O: -0.117 -0.967 2.049
H: -1.116 1.761 -0.204
H: 0.848 0.853 0.978
H: 2.112 -0.440 -0.952
H: 0.687 -0.050 -1.932
H: 1.678 1.243 -1.186
H: -0.977 -1.518 1.868

Output
SMILES string: [H]/N=C\[C@H](C)OO
lowest unoccupied orbital energy: 0.880 eV
orbital gap: 10.5 eV

---

(4)
The following is a DFT calculation (ωB97M-V/def2-TZVPD) of a 2-piece molecular cluster, BrH3P2 overall at a distorted geometry.

Element x y z (Å)
P: 1.933 -0.470 -0.985
P: 0.274 -1.445 -0.383
Br: -1.782 2.392 1.615
H: -2.366 1.360 0.866
H: 1.046 0.817 -1.107
H: 0.894 -2.655 -0.006

Output
lowest unoccupied orbital energy: -0.974 eV
orbital gap: 8.6 eV

---

How do the records compare in energy relative to the best compared isomer or geometry (same formula, charge and spin)? In the order shown, they have 7.6, 74.9, 111.7, 28.9 kcal/mol.